Entry 1:
A structure of composition C54H49HfN5O4P2S2Se2 in a non-equilibrium geometry, computed with ωB97M-V/def2-TZVPD.

Each line ends with the Mulliken charge.
CARTESIAN COORDINATES (ANGSTROEM)
H (-1.436414, -7.293300, -2.036479)  0.42
C (0.464358, 2.392520, -4.384825)  0.12
H (-0.219987, 3.208865, -4.191666)  0.48
H (1.034952, 5.079554, 2.540165)  0.47
H (0.407319, -7.319117, -0.385040)  0.49
C (2.995459, 5.188598, -0.423503)  -0.83
O (-0.541387, -1.197358, 2.693491)  0.04
N (2.371660, -1.950185, 4.319702)  -0.59
C (-1.499259, -0.616527, 4.876228)  -0.15
C (3.635978, -3.369904, 0.401639)  -0.50
C (2.969557, -1.298392, -2.703190)  -0.30
H (-2.584730, -0.390842, 8.535033)  0.44
H (-3.135979, -4.567155, 1.763577)  0.51
P (1.174295, -2.379121, -0.848578)  1.25
H (2.784485, -0.571152, -5.146850)  0.60
C (-2.657860, 0.583047, 6.630768)  -0.84
H (-0.497790, -2.447656, 5.397549)  0.55
C (0.749633, -5.207981, -0.503464)  -0.37
C (4.805162, -2.494316, -3.662158)  -0.67
C (1.825011, 5.550163, -1.074109)  -0.81
H (-1.904434, 4.143022, -1.131548)  0.40
C (2.033750, -2.458552, 3.341514)  0.46
H (-1.457029, -4.274223, 2.271542)  0.25
Se (-3.273202, 0.367462, -0.315574)  0.58
C (2.413689, -2.511608, 0.596713)  0.98
P (0.103308, 1.836542, -1.688624)  1.29
C (2.837268, -1.035766, 0.844906)  1.53
H (2.019382, 0.867438, -6.952723)  0.43
C (-2.282174, -0.440301, 7.497531)  -0.69
H (-4.532484, -2.778960, -0.133589)  0.58
C (-0.672336, -3.995765, -2.007750)  -0.89
H (-2.834380, -1.231460, -2.139653)  0.16
H (-4.120279, 4.551203, -2.070344)  0.49
C (4.183414, -1.291176, -3.377742)  -0.74
C (4.080173, -0.874921, 1.675431)  -1.26
H (-2.706637, 2.579740, 0.698748)  -0.32
H (-5.081996, 3.003746, -3.737797)  0.41
C (0.174695, 4.563543, 2.135984)  -1.55
C (4.211983, -3.692140, -3.282772)  -1.12
H (-0.974335, -3.065284, -2.480595)  0.44
H (5.655842, -3.724260, 0.785561)  0.51
H (4.216389, 0.045120, 2.231880)  0.50
C (-1.888327, 3.144568, 1.115445)  -0.44
C (2.337232, 2.882154, -0.543578)  -1.15
C (-2.128013, 4.425432, 1.524233)  -0.69
H (3.099261, -0.661705, -0.161822)  -0.01
C (0.315460, 3.274927, 1.711634)  -0.66
H (-1.781349, -4.883858, 0.626790)  0.11
C (-3.562411, -2.555214, -0.573501)  -0.82
H (2.626951, -4.609968, -2.197085)  0.52
C (-1.229876, -0.452861, 3.444085)  0.85
C (-4.613429, 0.105319, 1.066099)  -0.99
H (-3.240073, 1.426383, 6.975402)  0.54
C (1.711141, 1.086346, -5.938906)  -1.00
H (4.617695, -0.352815, -3.694341)  0.69
O (-1.558195, 2.741595, 4.241351)  -0.63
H (5.742825, -2.497122, -4.201767)  0.48
N (1.437530, 0.548426, 2.230089)  -0.44
C (-1.107754, -1.623374, 5.740937)  -0.40
H (2.095217, 0.683050, 3.000460)  0.40
C (3.055145, -3.672528, -2.526378)  -0.61
H (-3.131025, 4.823430, 1.445835)  0.53
C (0.371389, -3.998196, -1.081486)  1.45
N (-1.270828, 6.446379, 2.497751)  -0.42
C (1.659402, -0.214527, 1.246041)  0.28
H (-0.544612, 6.924550, 3.001964)  0.22
C (-2.248924, 0.460519, 5.321217)  0.30
H (-2.197028, 6.830517, 2.567877)  0.23
C (0.899623, 2.180241, -5.676956)  -1.06
H (1.564029, -5.260943, 0.207625)  0.09
H (-3.273566, -3.376794, -1.228095)  0.46
C (2.437339, -2.466508, -2.176078)  0.56
C (1.145782, 3.241429, -1.172965)  1.24
H (-1.538555, 0.624683, -3.563087)  0.57
H (-2.113581, -5.156419, -3.085952)  0.51
H (-4.589710, 0.978184, 1.711785)  0.32
C (-3.594898, -1.251890, -1.360129)  -0.88
C (0.096364, -6.388158, -0.840790)  -0.88
C (-3.560558, 3.681903, -2.390457)  -0.79
H (0.025983, 4.888737, -2.001738)  0.38
C (-3.366551, 1.708818, -3.738961)  -0.59
H (3.498002, -4.332980, -0.068201)  0.36
H (1.630835, 6.589942, -1.302751)  0.51
O (-3.801358, 1.879644, 3.681602)  -0.66
H (-1.230428, -2.282991, 7.775331)  0.45
C (4.828033, -3.035891, 0.895202)  -1.04
C (5.033527, -1.799232, 1.645672)  -0.98
C (-1.082835, 5.185826, 2.074502)  0.52
C (2.151592, 0.268517, -4.913403)  -0.97
C (-1.551581, 2.350445, -2.267697)  0.87
C (-1.317519, -5.172074, -2.352348)  -0.43
H (2.557082, 1.834953, -0.357793)  0.70
C (-1.515445, -1.519009, 7.065175)  -0.83
C (-2.110273, 1.478398, -3.211742)  -0.83
C (-2.289344, 3.456889, -1.869734)  -0.54
C (0.906189, 4.581352, -1.457523)  -0.54
C (-4.100320, 2.814646, -3.324349)  -0.98
Hf (-0.471501, 0.219214, 0.949612)  -1.28
H (-4.402371, -0.787073, 1.647093)  0.20
N (-0.687331, 2.527147, 1.184705)  1.86
H (5.957966, -1.661454, 2.189638)  0.49
H (4.668093, -4.636582, -3.546342)  0.48
H (1.281629, 2.806270, 1.768748)  0.44
N (-1.757527, 0.615990, 2.859616)  0.12
C (-2.148673, -4.255513, 1.433548)  -0.93
C (1.773024, 0.546112, -3.601959)  0.24
H (-5.571097, 0.043060, 0.554380)  0.52
S (-2.430537, 1.631256, 4.009420)  0.99
C (3.257381, 3.848558, -0.171236)  -0.65
S (1.444981, -3.275894, 1.979293)  0.24
H (-4.566141, -1.103182, -1.829662)  0.62
H (-3.772175, 1.033361, -4.481388)  0.51
H (3.711863, 5.946236, -0.134834)  0.43
C (-0.935915, -6.373307, -1.765535)  -0.83
O (2.250633, -0.132725, -2.496211)  0.35
H (0.586489, 2.840513, -6.473552)  0.48
Se (-2.270176, -2.411288, 0.857650)  0.51
H (4.182831, 3.556868, 0.308941)  0.52
C (0.858223, 1.556142, -3.335802)  0.07

Forces on atoms 1 to 6 (eV/Å):
0.0 0.0 0.0
0.1 0.0 0.0
0.0 0.0 0.0
0.0 0.0 0.0
0.0 0.0 0.0
0.0 0.0 0.0

As for the energy above the lowest of the compared OMol25 structures with the same formula, charge and spin: 0.000 eV. The value obtained for the orbital gap is 0.28458 Eh. The total charge is +2. The calculation puts the HOMO energy at -12.9 eV. The calculation puts the strongest force on any atom at 1.5 eV Å⁻¹.

Entry 2:
A structure of composition C54H50AsN5O3Re, computed with ωB97M-V/def2-TZVPD.

Each line ends with the Mulliken charge.
CARTESIAN COORDINATES (ANGSTROEM)
C (-0.273658, 0.636201, -3.233071)  0.28
H (-2.086775, 3.029817, 0.084449)  0.32
H (-4.684482, -0.432151, -3.204854)  0.52
C (-1.643772, -1.924497, -0.283833)  0.24
H (4.000297, 0.631533, 4.155892)  0.62
N (-2.097023, -2.699853, -1.276318)  0.41
C (3.283565, 3.190820, -0.076573)  0.01
H (2.218994, -2.340108, 0.708601)  -0.33
O (-2.706122, 7.009334, 1.977869)  -0.51
H (-2.479862, 3.956013, 4.403223)  0.37
H (-1.417335, -0.869155, 5.656094)  0.51
C (1.936107, -3.334326, -2.623138)  -1.14
C (1.138549, -2.361405, -2.033982)  0.15
H (-4.464342, -3.011922, 1.896137)  0.28
H (-6.381591, -2.014210, -2.735787)  0.44
H (0.849510, 3.956316, 0.748803)  -0.07
H (-7.167059, -4.091175, -1.679777)  0.44
H (0.986893, -1.410917, -2.527879)  0.40
H (4.312609, 4.805127, 0.885348)  0.47
H (3.844613, 2.440952, 0.466205)  0.30
N (-2.550640, -1.428856, 0.572997)  0.62
C (-1.663885, -0.927694, 4.603985)  -1.02
H (3.170641, -0.409602, -3.634987)  0.55
O (-2.964116, 6.604903, 4.137976)  -0.46
C (0.514750, -2.615859, -0.823301)  -2.15
N (1.977861, -0.566210, 1.740075)  0.90
C (4.447686, -0.034582, -0.519585)  0.11
H (-5.202292, -2.261029, 3.304952)  0.43
C (3.634594, -0.061343, 3.410058)  -0.99
C (-0.046890, -4.147982, 1.114665)  -0.94
C (-2.918966, -1.379825, 4.211583)  -0.99
C (-0.042306, 2.858834, 2.357817)  -1.28
C (-3.478360, -3.080958, -1.408955)  -0.81
C (3.753431, -2.098814, 2.186582)  -0.95
H (0.073473, -3.335545, 1.835299)  0.03
C (2.498410, 0.253934, 2.685425)  0.74
C (-6.125676, -3.810390, -1.597979)  -0.68
C (-2.256938, -1.163483, 1.936310)  0.31
H (-2.451169, 1.771283, 1.303528)  0.28
H (6.379002, -0.718590, 0.108127)  0.50
C (5.991419, -1.199165, -1.946660)  -0.88
H (-5.582943, -5.546235, -0.453785)  0.46
H (-0.844703, 0.228818, -2.406515)  0.06
C (5.083754, -1.108188, -2.991668)  -0.83
As (1.835497, 0.956940, -1.277346)  2.01
H (-2.980974, 1.567847, -0.388899)  0.28
C (0.653124, -3.858113, -0.185204)  1.46
H (2.043919, 2.208018, 3.626248)  0.61
C (1.762982, 1.588687, -4.099148)  -0.75
H (0.333070, -5.065813, 1.559141)  0.65
Re (0.178887, 0.149643, 0.726240)  0.83
C (3.862213, -0.477585, -2.804954)  -0.77
N (-0.330373, -1.633778, -0.182488)  1.15
C (-0.960544, 2.849302, 3.395653)  -0.50
H (4.220349, 0.378767, 0.455642)  -0.06
H (-5.114323, -1.371106, 1.795666)  0.37
H (5.153873, -1.548492, 3.723451)  0.50
C (-3.238457, -1.519203, 2.871250)  1.36
H (-3.503924, -1.700735, 0.368210)  0.14
H (0.876220, 3.557459, -2.435108)  0.41
C (-1.024397, -0.606270, 2.277328)  0.28
C (3.555155, 4.530827, 0.162688)  -0.89
H (-1.886250, 0.449238, -4.636807)  0.38
C (4.270974, -1.267984, 3.165584)  -0.96
C (-1.738553, 3.979293, 3.613483)  -1.14
H (3.088906, 6.560922, -0.353185)  0.45
H (0.222149, -0.190065, 3.994896)  0.42
C (-1.595407, 5.096564, 2.801097)  0.73
N (0.751480, 1.675165, 2.105545)  1.06
C (-2.201054, 1.962893, 0.260861)  -1.02
C (-5.682777, -2.637799, -2.192626)  -1.03
H (5.329825, -1.521478, -3.961055)  0.49
H (4.218952, -3.044024, 1.945293)  0.61
H (1.379087, 5.920640, -2.023205)  0.47
C (1.762176, 1.486089, 2.866147)  -0.38
H (-0.565679, 5.962534, 1.143973)  0.53
H (1.583195, -5.776369, -0.311846)  0.50
C (-0.741144, -0.545722, 3.649326)  -0.25
C (2.621330, -1.713896, 1.490087)  0.27
H (2.781760, 1.928212, -3.951977)  0.62
C (1.459144, -4.813435, -0.792107)  -0.73
H (6.947592, -1.681692, -2.098083)  0.43
H (-1.123077, -4.280039, 0.966558)  -0.08
C (-4.349014, -2.248561, -2.113181)  1.31
C (-2.459208, 6.324071, 2.925201)  0.52
O (-0.978763, 1.303547, -0.101460)  -0.34
H (-0.594605, 1.388293, -6.517197)  0.45
C (3.535190, 0.067949, -1.567460)  1.20
C (-4.571485, -2.069120, 2.440227)  -1.58
H (-3.158552, -1.230127, -3.585260)  0.31
H (1.741642, 2.118650, -6.172659)  0.45
C (-3.855552, -0.992953, -2.778366)  -0.74
H (-2.568062, 6.059751, 4.827829)  0.32
C (1.913124, 5.157872, -1.471603)  -0.93
C (-0.860628, 0.759500, -4.485792)  -0.78
C (1.176592, 1.702445, -5.349451)  -1.02
H (2.719172, -5.321867, -2.450788)  0.45
C (2.870617, 5.517104, -0.534686)  -0.68
C (-0.136580, 1.291377, -5.541984)  -0.76
C (2.323273, 2.823975, -1.016401)  0.80
C (2.100344, -4.558741, -1.998439)  -0.99
H (-1.433822, -2.971019, -1.989151)  0.38
C (-3.908271, -4.257962, -0.812331)  -0.09
H (2.421397, -3.132413, -3.568396)  0.53
C (1.039698, 1.050048, -3.035639)  -0.31
C (1.634273, 3.817381, -1.708477)  -0.68
H (-3.194217, -4.880376, -0.286768)  0.46
C (-0.659265, 5.086157, 1.771466)  -1.08
C (0.123259, 3.969569, 1.546422)  0.68
C (5.671774, -0.659352, -0.709471)  -1.09
H (-3.650635, -1.658969, 4.959302)  0.43
H (-3.331164, -0.339544, -2.075802)  -0.17
H (-1.090342, 1.965044, 4.005060)  0.49
C (-5.240365, -4.626993, -0.908425)  -0.77

Forces on atoms 1 to 6 (eV/Å):
0.0 0.0 0.0
0.0 0.0 0.0
0.0 0.0 0.0
0.0 0.0 0.0
0.0 0.0 0.0
0.0 0.0 0.0

As for the energy above the lowest of the compared OMol25 structures with the same formula, charge and spin: 0.000 eV. The value obtained for the orbital gap (spin up / spin down) is 0.25871 / 0.25508 Eh. The total charge is +2. The multiplicity is 2. The calculation puts the HOMO energy (spin up / spin down) at -13.1 / -13.2 eV. The calculation puts the strongest force on any atom at 0.1 eV Å⁻¹.